Entry 1:
This record from OMol25 describes a cluster of 6 separate species, C18H42N6O6 in total in a non-equilibrium geometry. The level of theory is ωB97M-V/def2-TZVPD.

Atoms and positions in Å:
C1 -0.418 1.308 5.357
C2 -0.284 -0.227 5.405
O1 0.855 -0.702 5.312
N1 -1.446 -0.827 5.645
C3 -1.522 -2.326 5.841
H1 0.537 1.732 5.667
H2 -1.261 1.783 5.858
H3 -0.481 1.552 4.296
H4 -2.199 -0.278 6.036
H5 -1.049 -2.357 6.822
H6 -0.973 -2.904 5.097
H7 -2.561 -2.645 5.925
C4 0.522 1.583 -5.847
C5 -0.612 0.775 -6.557
O2 -1.324 1.324 -7.396
N2 -0.614 -0.568 -6.252
C6 -1.507 -1.515 -6.872
H8 1.102 2.189 -6.543
H9 1.222 1.058 -5.196
H10 -0.018 2.256 -5.181
H11 -0.524 -0.737 -5.261
H12 -2.184 -2.024 -6.185
H13 -0.926 -2.383 -7.186
H14 -2.003 -1.124 -7.760
C7 -0.142 -6.542 -5.067
C8 -0.775 -7.928 -5.291
O3 -1.069 -8.698 -4.405
N3 -1.027 -8.271 -6.559
C9 -1.352 -9.532 -7.175
H15 0.425 -6.264 -5.955
H16 0.544 -6.547 -4.219
H17 -0.941 -5.868 -4.756
H18 -0.955 -7.472 -7.173
H19 -1.843 -9.455 -8.146
H20 -1.962 -10.197 -6.564
H21 -0.448 -10.103 -7.388
C10 6.677 4.333 2.741
C11 6.970 5.308 3.850
O4 7.184 6.538 3.644
N4 6.932 4.875 5.166
C12 7.022 5.601 6.411
H22 7.480 3.601 2.649
H23 6.734 4.814 1.765
H24 5.660 3.949 2.811
H25 6.728 3.889 5.242
H26 6.087 6.105 6.655
H27 7.675 6.457 6.238
H28 7.352 5.035 7.283
C13 0.603 0.629 -0.156
C14 -0.112 -0.702 -0.548
O5 -0.606 -0.755 -1.678
N5 -0.232 -1.584 0.426
C15 -0.989 -2.798 0.227
H29 1.619 0.626 0.239
H30 -0.004 1.043 0.649
H31 0.540 1.188 -1.090
H32 0.205 -1.445 1.326
H33 -1.955 -2.509 -0.187
H34 -1.267 -3.215 1.195
H35 -0.442 -3.423 -0.479
C16 -4.152 6.379 2.058
C17 -3.772 4.977 2.054
O6 -2.592 4.620 2.008
N6 -4.777 4.114 2.297
C18 -4.653 2.657 2.521
H36 -3.881 6.951 2.946
H37 -5.240 6.446 2.071
H38 -3.792 6.968 1.215
H39 -5.720 4.458 2.406
H40 -4.863 2.469 3.574
H41 -3.757 2.108 2.232
H42 -5.451 2.227 1.915

As for the largest force on an atom: 4.63 eV/A. As for the SMILES: CNC(C)=O.CNC(C)=O.CNC(C)=O.CNC(C)=O.CNC(C)=O.CNC(C)=O. The total energy is -1491.02742 Ha. The value obtained for the HOMO energy is -9.4 eV. The net charge is 0.

***

Entry 2:
This record from OMol25 describes a structure of composition C18H43DyF6NO6S2Si2 in a non-equilibrium geometry. The level of theory is ωB97M-V/def2-TZVPD.

Atoms and positions in Å:
O1 1.158 0.129 2.002
O2 2.218 4.047 -1.748
C1 0.134 1.095 2.592
C2 0.185 1.117 4.120
H1 -0.870 0.868 2.162
H2 0.413 2.063 2.162
H3 -0.400 0.269 4.555
H4 -0.279 2.076 4.434
H5 1.228 1.090 4.522
C3 2.366 0.708 1.384
C4 2.548 2.216 1.483
H6 2.378 0.375 0.337
H7 3.204 0.238 1.893
H8 1.973 2.771 0.723
H9 3.632 2.384 1.319
H10 2.363 2.654 2.489
C5 2.392 2.925 -2.611
C6 1.187 4.935 -2.199
C7 3.718 2.267 -2.277
H11 2.433 3.197 -3.676
H12 1.547 2.231 -2.466
H13 4.555 2.921 -2.565
H14 3.853 1.327 -2.830
H15 3.795 2.066 -1.196
C8 1.355 6.297 -1.533
H16 0.212 4.482 -1.923
H17 1.203 5.097 -3.288
H18 1.638 6.185 -0.483
H19 0.432 6.885 -1.592
H20 2.118 6.885 -2.044
H21 -2.563 1.093 -0.505
Dy1 -0.044 -1.475 1.231
C9 -2.384 2.082 -0.946
Si1 -3.219 1.822 -2.589
H22 -2.777 2.920 -0.308
H23 -1.294 2.251 -1.057
C10 -4.361 3.303 -2.898
C11 -3.946 0.124 -2.034
C12 -1.797 1.054 -3.578
C13 0.587 -2.603 3.029
Si2 2.015 -3.246 1.966
H24 0.021 -3.464 3.417
H25 0.916 -1.971 3.871
C14 3.630 -2.494 2.544
C15 1.965 -2.672 0.144
C16 1.898 -5.108 1.958
H26 -0.814 1.454 -3.311
H27 -1.879 1.059 -4.669
H28 -1.733 -0.024 -3.299
H29 -4.935 3.514 -1.975
H30 -5.083 3.105 -3.710
H31 -3.817 4.235 -3.122
H32 -4.185 0.130 -0.956
H33 -3.145 -0.635 -2.153
H34 -4.815 -0.195 -2.604
H35 3.050 -2.584 -0.065
H36 1.571 -1.689 -0.267
H37 1.578 -3.461 -0.525
H38 2.903 -5.529 1.820
H39 1.243 -5.438 1.137
H40 1.475 -5.455 2.913
H41 4.400 -3.278 2.600
H42 3.483 -2.028 3.527
H43 3.954 -1.720 1.828
F1 0.020 -4.914 -2.330
C17 -1.238 -4.889 -1.830
F2 -2.117 -4.868 -2.844
F3 -1.419 -6.010 -1.109
S1 -1.475 -3.325 -0.703
O3 -0.628 -3.687 0.474
O4 -1.041 -1.971 -1.172
N1 -3.011 -3.363 -0.297
S2 -3.379 -2.559 1.036
O5 -2.318 -1.572 1.440
O6 -4.706 -2.022 0.918
C18 -3.333 -3.724 2.532
F4 -4.359 -4.595 2.521
F5 -2.172 -4.434 2.570
F6 -3.409 -2.943 3.635

As for the largest force on an atom: 2.69 eV/A. The total energy is -4077.17016 Ha. The value obtained for the HOMO energy (alpha / beta) is -11.8 / -11.7 eV. The net charge is +1. Its spin multiplicity is 6. As for the expectation value of S²: 9.330.

***

Entry 3:
This record from OMol25 describes a cluster of 7 separate species, C18H43F6N5O9S2 in total in a non-equilibrium geometry. The level of theory is ωB97M-V/def2-TZVPD.

Atoms and positions in Å:
N1 -1.382 -0.235 0.151
H1 -0.470 -0.598 -0.139
H2 -1.475 0.770 -0.232
H3 -1.523 -0.152 1.172
H4 -2.041 -0.855 -0.348
C1 2.702 4.833 1.581
N2 1.740 3.779 1.873
C2 0.860 4.298 2.941
C3 1.022 3.505 0.593
C4 2.580 2.623 2.319
C5 1.794 1.484 2.926
O1 0.883 1.050 1.997
H5 3.340 4.508 0.747
H6 3.399 5.013 2.394
H7 2.302 5.748 1.148
H8 0.843 5.379 2.936
H9 1.195 3.907 3.901
H10 -0.148 3.911 2.869
H11 0.066 3.001 0.654
H12 1.668 2.908 -0.044
H13 0.863 4.457 0.087
H14 3.281 3.021 3.054
H15 3.180 2.255 1.488
H16 1.331 1.763 3.885
H17 2.538 0.744 3.268
H18 0.032 0.723 2.394
C6 -1.849 -2.445 3.333
F1 -1.357 -3.518 3.924
F2 -1.466 -2.487 2.064
F3 -3.152 -2.430 3.417
S1 -1.109 -0.936 4.159
O2 -1.665 -0.788 5.459
O3 0.298 -1.177 4.127
N3 -1.550 0.232 2.992
S2 -2.752 1.021 3.722
O4 -3.952 0.273 3.936
O5 -2.296 1.842 4.795
C7 -3.067 2.296 2.388
F4 -1.967 2.999 2.125
F5 -3.598 1.831 1.287
F6 -3.910 3.176 2.965
C8 0.555 1.749 -2.425
C9 -0.930 2.103 -2.263
O6 -1.316 2.365 -0.976
H19 0.707 1.245 -3.397
H20 0.978 1.016 -1.724
H21 1.261 2.586 -2.340
H22 -1.492 1.195 -2.639
H23 -1.167 2.907 -2.988
C10 4.483 -0.913 -3.907
O7 5.075 -1.743 -4.550
N4 4.408 -0.901 -2.557
C11 3.454 -0.047 -1.880
C12 4.938 -2.030 -1.821
H24 3.892 -0.092 -4.348
H25 3.289 0.844 -2.477
H26 3.942 0.293 -0.959
H27 2.569 -0.575 -1.549
H28 4.294 -2.895 -2.067
H29 5.942 -2.347 -2.068
H30 4.733 -1.918 -0.758
C13 0.426 -3.427 -0.776
O8 0.407 -2.444 -0.090
N5 0.075 -3.475 -2.072
C14 -0.094 -4.754 -2.713
C15 -0.346 -2.324 -2.808
H31 0.691 -4.404 -0.360
H32 0.383 -4.787 -3.696
H33 -1.153 -4.936 -2.934
H34 0.305 -5.551 -2.095
H35 -0.398 -1.397 -2.260
H36 0.387 -2.189 -3.622
H37 -1.235 -2.486 -3.427
C16 -4.369 -1.999 -2.961
C17 -4.049 -2.499 -1.581
O9 -3.563 -1.765 -0.746
C18 -4.544 -3.867 -1.175
H38 -3.744 -1.246 -3.439
H39 -5.350 -1.505 -2.945
H40 -4.466 -2.864 -3.622
H41 -5.145 -4.268 -1.999
H42 -5.219 -3.757 -0.328
H43 -3.799 -4.631 -0.965

As for the largest force on an atom: 3.06 eV/A. The total energy is -3058.00506 Ha. The value obtained for the HOMO energy is -7.0 eV. The net charge is 0.

***

Entry 4:
This record from OMol25 describes a structure of composition C18H43NO4Ti in a non-equilibrium geometry. The level of theory is ωB97M-V/def2-TZVPD.

Atoms and positions in Å:
Ti1 0.175 -0.225 0.685
C1 -0.321 0.381 4.028
C2 0.424 -0.973 3.992
C3 -0.284 -2.229 4.574
O1 0.734 -1.187 2.656
H1 -0.666 0.582 5.042
H2 -1.175 0.498 3.361
H3 0.288 1.225 3.705
H4 1.388 -0.877 4.492
H5 0.218 -3.192 4.476
H6 -1.242 -2.403 4.083
H7 -0.367 -1.975 5.630
H8 1.273 -1.977 2.568
C4 -3.683 -1.828 -1.457
C5 -3.176 -1.603 -0.074
C6 -2.665 -2.747 0.666
O2 -2.177 -0.597 0.049
H9 -4.654 -2.324 -1.453
H10 -2.960 -2.516 -1.894
H11 -3.714 -0.987 -2.149
H12 -4.014 -1.184 0.484
H13 -3.518 -3.400 0.851
H14 -2.256 -2.493 1.644
H15 -1.882 -3.267 0.115
H16 -2.490 0.120 -0.506
C7 -2.447 3.193 1.796
C8 -1.194 3.140 0.976
C9 0.060 3.610 1.806
O3 -1.008 1.849 0.442
H17 -2.665 4.196 2.164
H18 -2.327 2.501 2.629
H19 -3.288 2.889 1.173
H20 -1.162 3.849 0.149
H21 0.038 3.351 2.865
H22 0.110 4.699 1.835
H23 0.892 3.137 1.286
H24 -1.685 1.796 -0.236
C10 3.754 0.883 -2.072
C11 2.302 0.875 -1.412
C12 1.227 1.683 -2.156
C13 0.765 1.045 -3.460
C14 0.135 -0.273 -3.139
C15 1.090 -1.244 -2.404
N1 1.762 -0.485 -1.301
O4 2.392 -1.293 -0.416
C16 0.252 -2.384 -1.805
C17 2.046 -1.917 -3.392
C18 2.481 1.489 -0.032
H25 4.087 1.875 -2.378
H26 4.453 0.406 -1.386
H27 3.766 0.309 -2.999
H28 0.457 2.031 -1.467
H29 1.760 2.595 -2.426
H30 0.007 1.612 -4.002
H31 1.569 0.880 -4.176
H32 -0.201 -0.785 -4.040
H33 -0.699 -0.058 -2.470
H34 0.897 -3.178 -1.430
H35 -0.622 -2.697 -2.377
H36 -0.222 -1.984 -0.909
H37 2.462 -1.103 -3.986
H38 1.735 -2.723 -4.058
H39 2.894 -2.408 -2.916
H40 2.422 2.574 -0.111
H41 1.729 1.232 0.715
H42 3.481 1.446 0.398
H43 3.239 -1.435 -0.844

As for the largest force on an atom: 3.60 eV/A. The total energy is -1916.44031 Ha. The value obtained for the HOMO energy (alpha / beta) is -7.6 / -12.0 eV. The net charge is +1. Its spin multiplicity is 4. As for the expectation value of S²: 3.752.

***

Entry 5:
This record from OMol25 describes a cluster of 3 separate species, C18H44N4O7 in total. The level of theory is ωB97M-V/def2-TZVPD.

Atoms and positions in Å:
C1 -1.885 1.330 0.659
C2 -2.655 1.210 -0.649
C3 -3.634 0.034 -0.629
N1 -3.839 -0.522 -1.957
O1 -2.650 -1.192 -2.394
C4 -2.338 -2.273 -1.620
O2 -1.298 -2.404 -1.050
O3 -3.333 -3.162 -1.645
C5 -3.268 -4.236 -0.684
C6 -2.499 -5.454 -1.197
N2 -1.198 -5.610 -0.538
H1 -2.574 1.471 1.496
H2 -1.207 2.180 0.660
H3 -1.306 0.424 0.849
H4 -1.970 1.080 -1.488
H5 -3.204 2.135 -0.838
H6 -4.619 0.370 -0.295
H7 -3.283 -0.714 0.098
H8 -4.581 -1.215 -1.963
H9 -2.803 -3.885 0.237
H10 -4.311 -4.481 -0.490
H11 -2.378 -5.361 -2.276
H12 -3.120 -6.339 -1.031
H13 -0.457 -5.797 -1.197
H14 -1.222 -6.377 0.119
C7 -0.081 -2.272 1.958
O4 0.240 -3.016 3.119
C8 0.534 -4.386 2.877
C9 1.999 -4.686 3.116
N3 2.838 -4.065 2.104
C10 4.271 -4.119 2.362
C11 4.810 -3.448 3.621
O5 4.740 -2.035 3.608
C12 3.498 -1.483 4.000
H15 -0.491 -1.319 2.291
H16 0.798 -2.071 1.334
H17 -0.819 -2.787 1.342
H18 0.241 -4.666 1.860
H19 -0.059 -4.977 3.582
H20 2.146 -5.770 3.073
H21 2.239 -4.360 4.138
H22 2.555 -3.104 1.971
H23 4.776 -3.665 1.506
H24 4.574 -5.172 2.386
H25 5.874 -3.690 3.688
H26 4.335 -3.838 4.531
H27 3.022 -2.080 4.784
H28 2.802 -1.388 3.162
H29 3.695 -0.485 4.391
C13 0.723 3.785 -4.637
O6 1.553 4.687 -3.935
C14 1.204 6.057 -4.070
C15 0.657 6.620 -2.775
N4 -0.637 6.040 -2.454
C16 -1.161 6.370 -1.136
C17 -0.356 5.963 0.095
O7 -0.299 4.567 0.321
C18 0.698 3.874 -0.405
H30 1.213 2.814 -4.619
H31 -0.268 3.682 -4.180
H32 0.592 4.094 -5.679
H33 0.480 6.190 -4.881
H34 2.114 6.604 -4.332
H35 0.540 7.702 -2.888
H36 1.413 6.448 -1.996
H37 -0.591 5.036 -2.555
H38 -2.146 5.904 -1.051
H39 -1.319 7.453 -1.091
H40 -0.865 6.383 0.966
H41 0.658 6.382 0.085
H42 1.602 4.476 -0.531
H43 0.340 3.558 -1.389
H44 0.952 2.976 0.158

As for the largest force on an atom: 0.47 eV/A. As for the SMILES: CCCNOC(=O)OCCN.COCCNCCOC.COCCNCCOC. The total energy is -1457.77185 Ha. The value obtained for the HOMO energy is -8.4 eV. The net charge is 0.

***

Entry 6:
This record from OMol25 describes a structure of composition C18H44NO2P2RuSi2 in a non-equilibrium geometry. The level of theory is ωB97M-V/def2-TZVPD.

Atoms and positions in Å:
C1 0.739 -1.418 -4.276
C2 0.641 -1.232 -2.890
N1 -0.531 -1.293 -2.258
C3 -1.655 -1.456 -2.977
C4 -1.640 -1.619 -4.365
C5 -0.418 -1.610 -5.027
C6 1.880 -1.043 -2.058
P1 1.531 -0.512 -0.326
Ru1 -0.617 -1.119 0.160
P2 -2.710 -0.920 -0.509
C7 -2.964 -1.497 -2.244
O1 3.014 4.439 -3.909
O2 -0.253 2.105 -3.142
H1 1.731 -1.399 -4.730
H2 -2.599 -1.742 -4.871
H3 -0.377 -1.731 -6.109
C8 2.617 -1.751 0.482
C9 4.227 1.396 -0.864
H4 -3.698 -0.848 -2.744
H5 -3.371 -2.521 -2.219
H6 2.497 -0.335 -2.512
H7 2.454 -1.984 -2.043
C10 -4.062 -1.678 0.406
C11 -3.093 0.837 -0.734
H8 3.286 1.602 -1.383
H9 0.291 2.870 -3.410
H10 3.858 4.832 -3.957
H11 2.738 4.350 -4.839
H12 -1.432 -2.471 -0.276
H13 -1.127 2.281 -3.646
H14 3.634 -1.606 0.097
H15 2.627 -1.604 1.567
H16 2.281 -2.776 0.275
H17 4.619 0.456 -1.249
H18 4.955 2.187 -1.087
H19 4.064 1.309 0.214
H20 -4.090 0.925 -1.184
H21 -3.076 1.337 0.240
H22 -2.345 1.297 -1.397
H23 -5.020 -1.430 -0.072
H24 -3.910 -2.766 0.409
H25 -4.039 -1.309 1.440
C12 1.875 1.809 2.176
Si1 0.004 1.761 1.942
C13 -0.761 2.659 3.427
C14 -0.351 2.777 0.410
C15 -0.837 0.028 1.851
Si2 -0.268 -1.261 3.127
C16 -1.526 -1.263 4.538
C17 -0.191 -2.946 2.330
C18 1.362 -0.958 4.055
H26 2.079 2.493 3.016
H27 2.369 2.227 1.290
H28 2.347 0.853 2.418
H29 -0.318 3.665 3.501
H30 -1.847 2.769 3.295
H31 -0.580 2.132 4.375
H32 0.270 2.491 -0.450
H33 -1.402 2.707 0.106
H34 -0.149 3.831 0.658
H35 -1.925 0.205 2.051
H36 -2.538 -1.495 4.178
H37 -1.228 -2.032 5.267
H38 -1.546 -0.293 5.057
H39 0.820 -3.358 2.415
H40 -0.888 -3.593 2.880
H41 -0.476 -2.989 1.257
H42 2.262 -0.898 3.432
H43 1.304 -0.055 4.681
H44 1.483 -1.817 4.736

As for the largest force on an atom: 3.24 eV/A. The total energy is -2273.89110 Ha. The value obtained for the HOMO energy (alpha / beta) is -3.3 / -7.7 eV. The net charge is 0. Its spin multiplicity is 6. As for the expectation value of S²: 8.784.